[1]
The following is a DFT calculation (ωB97M-V/def2-TZVPD) of one molecule with the formula C4H2O2.

For the molecular weight, the calculation gives 82.06 g mol⁻¹. Its orbital gap is 8.754 eV. The net charge is 0. As for the HOMO energy: -9.688 eV.

CARTESIAN COORDINATES (ANGSTROEM)
O  -2.1661  -1.1494  -0.5633
C  -2.0275  -0.2559  0.2465
C  -0.6351  -0.0143  0.7492
O  0.0700  0.3439  -0.3148
C  1.3966  0.3265  -0.2282
C  2.5904  0.2846  -0.2950
H  -2.8843  0.2389  0.7421
H  3.6561  0.2256  -0.3365

Atom charges from the natural (NBO) analysis, given in e for atoms 1 to 5: -0.482 0.264 0.269 -0.450 0.298

[2]
The following is a DFT calculation (ωB97M-V/def2-TZVPD) of one molecule with the formula C4H2O2.

For the molecular weight, the calculation gives 82.06 g mol⁻¹. Its orbital gap is 9.338 eV. The net charge is 0. As for the HOMO energy: -11.016 eV.

CARTESIAN COORDINATES (ANGSTROEM)
O  0.7293  -1.7317  0.2186
C  1.0452  -0.7477  -0.3966
C  0.1907  0.4823  -0.4445
C  0.3017  1.6517  -0.9982
C  -1.1016  0.4459  0.4065
O  -1.0354  0.4341  1.5985
H  1.9791  -0.6941  -0.9783
H  -2.0437  0.3787  -0.1603

Atom charges from the natural (NBO) analysis, given in e for atoms 1 to 5: -0.472 0.437 -0.636 0.332 0.463

[3]
The following is a DFT calculation (ωB97M-V/def2-TZVPD) of one molecule with the formula C4H2O2.

For the molecular weight, the calculation gives 82.06 g mol⁻¹. Its orbital gap is 9.053 eV. The net charge is 0. As for the HOMO energy: -10.713 eV.

CARTESIAN COORDINATES (ANGSTROEM)
O  -1.3677  1.2328  0.4293
C  -1.2787  0.1270  -0.0414
C  0.0783  -1.9016  -0.0987
C  0.0442  -0.5941  -0.0800
C  1.2722  0.2847  0.0586
O  2.4004  -0.0613  -0.1579
H  -2.1415  -0.3939  -0.4843
H  0.9928  1.3064  0.3743

Atom charges from the natural (NBO) analysis, given in e for atoms 1 to 5: -0.486 0.443 0.419 -0.668 0.441

[4]
The following is a DFT calculation (ωB97M-V/def2-TZVPD) of an isolated ion of composition C4H2O6 and charge -2 at a distorted geometry.

For the molecular weight, the calculation gives 146.05 g mol⁻¹. Its orbital gap is 6.320 eV. The net charge is -2. As for the HOMO energy: 0.522 eV.

CARTESIAN COORDINATES (ANGSTROEM)
O  0.3771  2.0725  -1.2731
C  0.4156  0.8684  -1.6951
O  0.4999  0.5427  -2.8932
C  0.3324  -0.1978  -0.6455
O  0.4482  -1.5148  -0.9985
C  -0.0625  0.1052  0.7630
O  -0.1557  1.4214  1.1219
C  -0.3175  -0.9636  1.7766
O  -0.1394  -2.1652  1.3796
O  -0.6855  -0.6484  2.9242
H  0.2342  -1.9831  -0.1231
H  0.0418  1.8927  0.2455

Atom charges from the natural (NBO) analysis, given in e for atoms 1 to 5: -0.812 0.699 -0.759 0.110 -0.737

[5]
The following is a DFT calculation (ωB97M-V/def2-TZVPD) of a 16-piece molecular cluster, C4H30BO23 overall at a distorted geometry.

For the molecular weight, the calculation gives 457.07 g mol⁻¹. Its orbital gap is 9.565 eV. The net charge is -1. As for the HOMO energy: -8.453 eV.

CARTESIAN COORDINATES (ANGSTROEM)
O  -3.0146  -0.0492  -1.1856
C  -1.9517  0.1437  -0.6315
O  -0.7058  -0.0702  -1.0907
B  0.3612  0.4073  -0.1402
O  -0.4254  0.6212  1.0595
C  -1.7218  0.6994  0.7606
O  -2.6721  0.9328  1.5042
O  1.0405  1.6610  -0.6286
C  2.3119  1.3931  -0.7638
O  3.2072  2.2037  -1.1840
C  2.5887  -0.0760  -0.3300
O  1.4392  -0.5951  0.0449
O  3.7469  -0.5401  -0.2905
O  -3.0502  -0.8528  3.8670
H  -2.3809  -1.2976  3.3469
H  -3.6945  -0.5549  3.2248
O  4.3101  4.1320  0.0648
H  3.4003  4.1850  0.3575
H  4.2998  3.4772  -0.6333
O  -5.6263  0.9400  1.1636
H  -5.2897  0.0442  1.1415
H  -5.4248  1.2504  2.0464
O  -3.6870  2.0747  -3.0122
H  -3.3031  1.2761  -2.6501
H  -3.0178  2.4147  -3.6061
O  -0.4846  -1.6587  2.6771
H  0.0217  -1.7540  3.4839
H  -0.2256  -0.8047  2.3307
O  -1.7123  -2.7334  -2.6756
H  -1.5633  -3.2068  -1.8571
H  -1.5129  -1.8212  -2.4649
O  1.0844  4.2335  -2.5193
H  1.2933  3.5780  -1.8538
H  1.4116  5.0566  -2.1565
O  -3.8606  3.7120  1.1442
H  -4.4751  3.6034  0.4183
H  -3.3276  2.9171  1.1284
O  5.3423  -3.6957  -0.9251
H  5.4032  -2.9034  -0.3915
H  6.2185  -4.0791  -0.8865
O  -5.4770  -1.7462  -1.2381
H  -4.7778  -1.1091  -1.3846
H  -5.3980  -1.9809  -0.3135
O  -0.1480  -3.3005  -0.0795
H  -0.0418  -3.8701  0.6824
H  -0.3418  -2.4390  0.2901
O  5.9217  1.0367  -1.3145
H  5.7202  1.3151  -2.2079
H  5.1137  0.6298  -1.0019
O  1.2056  -2.8885  -2.6470
H  1.0859  -2.9988  -1.7037
H  0.3842  -3.1957  -3.0307
O  3.3321  -2.7417  1.7950
H  3.2606  -2.4510  0.8859
H  3.3368  -1.9325  2.3061
O  0.9458  0.7681  3.6441
H  1.0917  1.3417  4.3964
H  0.4334  1.2983  3.0339

Atom charges from the natural (NBO) analysis, given in e for atoms 1 to 5: -0.578 0.701 -0.664 1.184 -0.697

[6]
The following is a DFT calculation (ωB97M-V/def2-TZVPD) of a 11-piece molecular cluster, C4H30O11 overall at a distorted geometry.

For the molecular weight, the calculation gives 254.27 g mol⁻¹. Its orbital gap (alpha / beta) is 2.568 / 9.912 eV. The net charge is -1. Its spin multiplicity is 2. As for the HOMO energy (alpha / beta): 0.144 / -7.309 eV.

CARTESIAN COORDINATES (ANGSTROEM)
O  -1.2273  -3.3177  -0.3148
H  -1.1814  -2.6039  0.3212
H  -0.5520  -3.1080  -0.9600
O  -1.3535  2.8165  0.2094
H  -1.2185  3.7615  0.1390
H  -1.1729  2.4822  -0.6691
O  -0.9572  0.0990  -0.7457
H  -0.3068  0.1992  -0.0505
H  -1.7872  0.3402  -0.3344
O  -3.8505  0.2529  -1.2750
H  -4.1470  -0.6278  -1.0455
H  -3.5735  0.1825  -2.1885
O  -3.6238  2.8665  -1.9284
H  -3.6967  1.9634  -1.6194
H  -2.6827  3.0410  -1.9396
O  2.2590  -0.2564  -0.9895
H  3.1295  -0.6379  -1.1027
H  2.2741  0.5383  -1.5230
O  0.8029  -2.4300  -2.1515
H  0.9294  -1.7230  -1.5187
H  1.6511  -2.8718  -2.1904
O  -0.9587  2.7577  -2.6267
H  -0.4060  3.2873  -3.2015
H  -0.7961  1.8555  -2.9019
O  -0.3635  0.1201  -3.4662
H  -0.3674  -0.1115  -2.5375
H  -1.2774  0.0360  -3.7384
C  1.6892  1.2714  3.6321
C  1.3643  1.3247  2.1187
O  0.0186  0.9982  1.7677
H  1.4369  0.2524  3.9257
H  1.0629  1.9542  4.2063
H  2.7171  1.5545  3.8588
H  1.9552  0.5840  1.5799
H  1.5453  2.3704  1.8702
H  -0.2850  1.7283  1.2234
C  2.0572  -2.8967  1.2613
C  1.2478  -2.1510  2.3216
O  0.0394  -1.7030  1.8612
H  2.8537  -3.4093  1.8007
H  2.5283  -2.2554  0.5164
H  1.3717  -3.5835  0.7649
H  1.7558  -1.2886  2.7534
H  1.0588  -2.9181  3.0726
H  0.0367  -0.7441  1.8144

Atom charges from the natural (NBO) analysis, given in e for atoms 1 to 5: -0.994 0.483 0.490 -0.990 0.476

[7]
The following is a DFT calculation (ωB97M-V/def2-TZVPD) of a 11-piece molecular cluster, C4H30O12 overall at a distorted geometry.

For the molecular weight, the calculation gives 270.27 g mol⁻¹. Its orbital gap is 10.124 eV. The net charge is 0. As for the HOMO energy: -9.891 eV.

CARTESIAN COORDINATES (ANGSTROEM)
C  -0.8557  1.5228  2.7262
C  -1.2888  0.0635  2.8783
O  -0.3681  -0.7302  3.6105
C  -1.5156  -0.5448  1.4813
C  -0.2390  -0.8214  0.6987
O  -0.5281  -1.1465  -0.6653
H  -0.6418  1.8861  3.7280
H  -1.7314  2.0208  2.3028
H  -0.0473  1.6688  2.0192
H  -2.2017  0.0445  3.4705
H  0.4490  -0.9046  3.1344
H  -1.9846  -1.5211  1.6232
H  -2.1205  0.1151  0.8597
H  0.3056  0.1156  0.5760
H  0.4129  -1.5656  1.1561
H  -0.9487  -2.0199  -0.7433
O  -0.2063  3.8546  -0.3189
H  0.1536  2.9923  -0.0508
H  -0.2416  4.3697  0.4965
O  0.6769  0.9891  -2.4984
H  0.3107  1.7382  -2.9779
H  0.5078  1.1063  -1.5580
O  -1.7719  -3.5942  -0.0432
H  -1.4401  -4.1064  -0.7897
H  -1.2047  -3.8035  0.7133
O  -3.2259  1.5555  -1.0810
H  -4.0998  1.2591  -1.3647
H  -3.0294  2.3168  -1.6442
O  0.4055  -1.7850  -3.0438
H  -0.0927  -1.6583  -3.8610
H  0.2291  -0.9963  -2.4888
O  2.5712  -0.3420  2.0675
H  3.0816  -0.0320  1.3002
H  3.1404  -0.7965  2.6932
O  -2.8805  -1.5479  -3.0561
H  -2.8186  -2.0993  -2.2723
H  -2.2846  -0.7970  -3.0705
O  1.7849  2.6747  0.9954
H  2.3466  1.9033  1.1379
H  1.5994  3.0446  1.8640
O  2.6619  -1.3346  -1.4545
H  1.7559  -1.0223  -1.4137
H  2.8134  -1.5790  -2.3722
O  3.7556  0.8726  -0.4523
H  3.2613  0.6024  -1.2383
H  4.4667  0.2240  -0.3662

Atom charges from the natural (NBO) analysis, given in e for atoms 1 to 5: -0.654 0.116 -0.740 -0.463 -0.062

[8]
The following is a DFT calculation (ωB97M-V/def2-TZVPD) of a 11-piece molecular cluster, C4H31N2O10 overall at a distorted geometry.

For the molecular weight, the calculation gives 267.30 g mol⁻¹. Its orbital gap is 10.856 eV. The net charge is +1. As for the HOMO energy: -13.270 eV.

CARTESIAN COORDINATES (ANGSTROEM)
C  4.1706  1.4533  -0.0746
C  3.1521  0.3485  0.1471
C  2.0466  0.4488  -0.8888
N  -0.6849  0.3213  -1.6985
C  -0.0938  -0.7673  -1.2349
N  1.1484  -0.7209  -0.8321
H  3.6984  2.4066  -0.3244
H  4.6867  1.6919  0.8463
H  4.8815  1.3202  -0.8905
H  2.6592  0.5962  1.0907
H  3.6073  -0.6368  0.2179
H  2.4894  0.4463  -1.8963
H  1.4747  1.3759  -0.8917
H  -1.6953  0.2376  -1.7597
H  -0.4872  1.1968  -1.2249
H  -0.2718  -1.8202  -1.4156
H  1.6812  -1.5503  -0.6056
H  -3.4716  -1.4266  -0.9971
H  -3.4107  -2.8647  -1.1968
O  -2.8147  -2.1376  -0.9658
H  -3.4229  -1.1892  3.2895
H  -2.1381  -1.7153  3.8241
O  -2.6483  -0.8965  3.7796
H  1.8597  -2.2347  3.1199
H  1.4657  -1.2420  2.0771
O  1.8854  -2.1065  2.1788
H  2.7701  -4.1694  -0.3903
H  2.1198  -3.1614  0.5764
O  2.1099  -3.4707  -0.3398
H  1.2018  3.8360  0.8080
H  0.2214  4.3258  1.9788
O  0.5888  3.5833  1.5028
H  -0.6444  3.6765  -1.6787
H  0.6179  3.9554  -2.5039
O  0.3178  3.6345  -1.6480
H  0.1185  -3.2065  1.1669
H  -1.0338  -3.9059  0.6258
O  -0.8421  -3.0999  1.1238
H  -0.8809  3.1454  0.2424
H  -2.1949  2.5053  0.6983
O  -1.7543  2.8574  -0.0790
H  -3.4991  1.4323  -2.1908
H  -3.2924  0.8598  -3.6711
O  -3.5401  0.6664  -2.7645
H  -1.5182  0.5166  1.1528
H  -1.6723  -0.9988  1.4214
O  -1.2567  -0.3506  0.8387

Atom charges from the natural (NBO) analysis, given in e for atoms 1 to 5: -0.610 -0.416 -0.236 -0.771 0.450

[9]
The following is a DFT calculation (ωB97M-V/def2-TZVPD) of a 10-piece molecular cluster, C4H31N2O9 overall at a distorted geometry.

For the molecular weight, the calculation gives 251.30 g mol⁻¹. Its orbital gap is 9.909 eV. The net charge is +1. As for the HOMO energy: -12.293 eV.

CARTESIAN COORDINATES (ANGSTROEM)
C  0.1645  -0.7790  -3.6874
C  0.0745  -1.4364  -2.2520
C  1.2418  -1.0827  -1.3494
C  1.2962  0.3426  -0.8444
N  0.7785  0.4951  0.5495
N  -1.2266  -1.0545  -1.6833
H  1.0615  -0.1198  -3.6352
H  0.5326  -1.4548  -4.5066
H  -0.8398  -0.3920  -3.9305
H  0.1567  -2.5872  -2.1728
H  1.0754  -1.7635  -0.4323
H  2.2328  -1.4611  -1.6526
H  0.8869  0.8410  -1.6215
H  2.3728  0.8119  -0.8302
H  1.4992  0.2944  1.3517
H  0.2157  1.2838  0.7873
H  0.1692  -0.3338  0.8230
H  -1.4166  -0.0594  -1.7968
H  -1.9448  -1.6365  -1.9794
H  1.9002  -2.4374  1.4446
H  2.5642  -1.4066  2.4888
O  2.1245  -1.5411  1.6448
H  2.7508  2.5927  1.9482
H  1.2786  3.0740  1.4351
O  2.0532  2.4106  1.2978
H  -0.7243  -4.4388  2.1269
H  -1.5146  -3.6005  1.1996
O  -0.7267  -3.5050  1.8430
H  -1.1320  4.3041  1.3100
H  -1.1387  3.4025  0.1466
O  -0.7003  3.5149  1.0348
H  -2.0270  -2.3843  -0.3561
H  -3.4523  -2.6278  0.1188
O  -2.6295  -2.9518  -0.0301
H  -2.0183  2.9548  -2.4704
H  -0.5605  2.9170  -2.3747
O  -1.3289  2.6994  -1.8398
H  1.8286  2.9445  -3.0398
H  1.5716  3.1408  -1.4939
O  1.2207  2.6497  -2.3287
H  -0.3226  -1.6757  3.6922
H  -1.7683  -2.2758  3.2055
O  -1.3180  -1.4022  3.4535
H  -0.9738  1.5594  3.0207
H  -0.9044  0.0065  3.0075
O  -0.5557  0.8976  2.5399

Atom charges from the natural (NBO) analysis, given in e for atoms 1 to 5: -0.656 -0.054 -0.427 -0.266 -0.717

[10]
The following is a DFT calculation (ωB97M-V/def2-TZVPD) of a 11-piece molecular cluster, C4H31NO10 overall at a distorted geometry.

For the molecular weight, the calculation gives 253.29 g mol⁻¹. Its orbital gap is 9.168 eV. The net charge is 0. As for the HOMO energy: -9.029 eV.

CARTESIAN COORDINATES (ANGSTROEM)
C  -1.8958  1.7489  3.4946
C  -0.9848  2.7850  2.8714
C  0.4773  2.3067  2.7504
N  0.5757  1.4946  1.5458
C  1.7242  0.6076  1.5860
H  -1.4866  1.1871  4.3264
H  -2.8752  2.1382  3.7811
H  -2.2199  1.0261  2.7466
H  -1.2512  3.1326  1.8649
H  -1.1038  3.7699  3.3301
H  1.0231  3.2415  2.6578
H  0.7935  1.7767  3.6524
H  -0.2524  0.9231  1.3899
H  1.7784  -0.0531  2.4554
H  1.7402  0.0902  0.6513
H  2.6729  1.1535  1.5917
O  -1.8925  -3.5035  0.9575
H  -1.1142  -3.0087  1.2685
H  -2.1033  -4.2164  1.5456
O  1.8008  -3.6568  0.1778
H  2.3376  -2.8856  0.3777
H  1.4556  -3.5533  -0.7393
O  1.1078  2.9573  -0.9479
H  1.0448  3.8030  -1.4083
H  1.1874  3.1503  -0.0032
O  0.9586  -2.8499  -2.3013
H  0.1785  -2.2864  -2.4519
H  1.6789  -2.3254  -2.6200
O  3.6919  -0.5391  -3.4735
H  3.3617  -0.7072  -2.5752
H  2.9896  -0.8840  -4.0026
O  -1.5310  1.7788  -1.0376
H  -2.1187  2.5094  -1.1955
H  -0.6132  2.0323  -0.8363
O  0.0086  -1.5785  0.6137
H  0.4797  -2.4363  0.6402
H  -0.5783  -1.7417  -0.1214
O  0.5986  -0.7447  -3.5228
H  -0.2842  -0.3652  -3.6875
H  0.9351  -0.2883  -2.7435
O  -2.0792  -0.0263  -3.0299
H  -1.4003  0.2143  -2.3887
H  -2.8734  0.5071  -3.0557
O  -1.6195  -2.0848  -1.3946
H  -1.9046  -2.9022  -0.9559
H  -2.4186  -1.6967  -1.7843

Atom charges from the natural (NBO) analysis, given in e for atoms 1 to 5: -0.625 -0.414 -0.214 -0.664 -0.408

[11]
The following is a DFT calculation (ωB97M-V/def2-TZVPD) of a 12-piece molecular cluster, C4H31NO12S2 overall at a distorted geometry.

For the molecular weight, the calculation gives 349.42 g mol⁻¹. Its orbital gap is 8.662 eV. The net charge is 0. As for the HOMO energy: -8.796 eV.

CARTESIAN COORDINATES (ANGSTROEM)
C  1.3242  -0.3822  1.8299
N  0.1989  -1.2915  1.8861
C  -0.4945  -1.2946  0.5611
C  -1.2119  0.0455  0.4949
O  -2.3629  0.1333  0.6718
C  -1.3516  -2.7181  0.7936
S  -1.0583  -3.9389  -0.5893
S  -1.1861  -3.2900  -2.4522
H  1.1168  0.6546  1.4469
H  1.6389  -0.1148  2.7910
H  2.0454  -0.7533  1.1700
H  -0.4745  -1.1277  2.7095
H  0.1250  -1.4233  -0.2757
H  -0.6133  0.9374  0.1997
H  -0.9745  -3.1945  1.7848
H  -2.4989  -2.5503  0.9578
H  -0.1007  -2.5657  -3.0426
O  -4.7845  -0.6743  -0.5471
H  -4.0390  -0.9227  -0.0059
H  -4.5179  0.2964  -0.5668
O  4.1394  1.3991  -1.3869
H  4.0074  0.8749  -0.5427
H  3.7377  2.1795  -1.0719
O  3.7559  -1.1676  0.0271
H  2.9936  -1.6283  -0.2692
H  4.4840  -1.7257  -0.2335
O  1.8365  0.6846  -2.0936
H  2.7047  0.7773  -1.5616
H  2.2576  0.3867  -2.8766
O  -2.6315  2.9000  -0.1227
H  -2.9961  3.8338  -0.1938
H  -2.5429  2.6351  -1.0732
O  -0.4114  -0.0743  4.3318
H  0.4519  -0.3495  4.7933
H  -0.5809  0.8669  4.2329
O  -0.6356  1.5103  -2.4634
H  -1.0285  1.0857  -3.2179
H  0.2203  1.1266  -2.4662
O  -2.8402  -0.6564  -3.1311
H  -3.1792  -1.6094  -3.1569
H  -2.4678  -0.4946  -2.3200
O  -0.4771  4.1708  -0.4808
H  -0.4502  3.9522  -1.5127
H  -0.5305  3.3738  0.0444
O  2.2527  2.9638  -0.2375
H  1.3228  2.7541  -0.5607
H  2.0098  3.8605  -0.0076
O  1.2444  -3.6288  2.4633
H  1.1471  -3.0269  3.3512
H  1.4253  -2.8000  1.9189

Atom charges from the natural (NBO) analysis, given in e for atoms 1 to 5: -0.426 -0.681 -0.169 0.451 -0.535